{"formula": "C28H77Cl2NO11PS", "method": "ωB97M-V/def2-TZVPD", "elements": ["C", "C", "C", "C", "C", "C", "C", "C", "S", "N", "Cl", "P", "O", "Cl", "H", "H", "H", "H", "H", "H", "H", "H", "H", "H", "H", "H", "H", "H", "H", "H", "H", "C", "C", "O", "H", "H", "H", "H", "H", "H", "C", "C", "O", "H", "H", "H", "H", "H", "H", "C", "C", "O", "H", "H", "H", "H", "H", "H", "C", "C", "O", "H", "H", "H", "H", "H", "H", "C", "C", "O", "H", "H", "H", "H", "H", "H", "C", "C", "O", "H", "H", "H", "H", "H", "H", "C", "C", "O", "H", "H", "H", "H", "H", "H", "C", "C", "O", "H", "H", "H", "H", "H", "H", "C", "C", "O", "H", "H", "H", "H", "H", "H", "C", "C", "O", "H", "H", "H", "H", "H", "H"], "coordinates": [[-7.77646, 2.37318, -2.69566], [-6.50851, 3.13607, -2.28590], [-5.55547, 2.40354, -1.32198], [-5.49297, 0.89486, -1.57291], [-4.91379, 0.55557, -2.93848], [-3.37510, 0.53879, -3.04001], [-2.58181, 0.26072, -1.74874], [-3.28129, 0.65620, -0.46393], [-2.41549, -0.04515, 0.97755], [-4.71278, 0.20097, -0.45047], [-4.77974, -1.54972, -0.70775], [-5.38796, 0.60831, 1.31667], [-5.27996, -0.82499, 2.01447], [-7.40223, 0.61242, 0.93722], [-8.17521, 1.76190, -1.88339], [-8.56772, 3.06612, -2.97465], [-7.58925, 1.71754, -3.54620], [-6.82135, 4.05844, -1.79586], [-5.96394, 3.44095, -3.17958], [-4.55204, 2.81217, -1.46947], [-5.83768, 2.65558, -0.29716], [-6.49263, 0.47508, -1.49264], [-5.27808, 1.28035, -3.66338], [-5.29392, -0.41060, -3.25926], [-3.13169, -0.26678, -3.73064], [-3.01060, 1.44684, -3.51785], [-1.65384, 0.83194, -1.78765], [-2.27811, -0.78482, -1.69504], [-3.27378, 1.73497, -0.33528], [-2.00723, 1.08611, 1.57542], [-6.04013, -1.38736, 1.79141], [1.68446, 0.47687, 2.41567], [1.50475, 1.78644, 1.67976], [0.16967, 2.29617, 1.79711], [0.98336, -0.27549, 2.04597], [2.70146, 0.10578, 2.29256], [1.50608, 0.60911, 3.48486], [1.67440, 1.65536, 0.61080], [2.21770, 2.52692, 2.04892], [0.00355, 2.45761, 2.73144], [-0.97995, 1.29387, -7.32701], [-2.08525, 0.66969, -6.49903], [-3.05024, 1.63384, -6.07300], [-0.47662, 2.07797, -6.76064], [-0.24295, 0.54508, -7.61885], [-1.38378, 1.74498, -8.23610], [-1.67813, 0.23180, -5.58763], [-2.58233, -0.12740, -7.06176], [-3.43648, 2.03252, -6.85894], [5.77522, 0.30550, 4.35262], [5.53889, 1.61852, 3.63932], [4.21240, 2.11396, 3.85019], [5.05650, -0.44199, 4.01331], [6.77792, -0.06586, 4.14818], [5.65743, 0.41501, 5.43310], [5.64435, 1.49120, 2.56227], [6.26615, 2.37097, 3.96296], [4.09573, 2.24414, 4.79603], [3.10003, 0.16644, -2.27885], [1.86343, 0.34737, -3.13720], [0.79631, -0.50995, -2.72963], [3.43758, -0.86941, -2.31158], [3.91079, 0.80947, -2.62350], [2.88860, 0.41495, -1.23571], [2.07492, 0.08373, -4.17242], [1.53123, 1.39130, -3.11720], [0.58839, -0.29927, -1.81365], [8.05118, -0.29080, -0.57035], [8.08874, 0.01935, 0.91311], [7.16278, -0.77974, 1.65059], [7.04548, -0.13251, -0.96282], [8.74461, 0.34756, -1.11993], [8.32416, -1.33216, -0.75920], [7.80300, 1.05394, 1.08576], [9.09979, -0.12690, 1.30904], [7.40094, -1.70402, 1.53084], [-4.01685, -2.06728, 5.46215], [-3.48745, -3.18676, 4.58784], [-4.15242, -3.23183, 3.32336], [-5.08887, -2.18413, 5.62465], [-3.51657, -2.06128, 6.43074], [-3.85335, -1.09550, 4.98828], [-3.66209, -4.15557, 5.05161], [-2.40993, -3.07746, 4.43336], [-4.00347, -2.39251, 2.87689], [-5.58482, -6.26842, 0.63761], [-4.51687, -6.58570, 1.66855], [-3.39564, -5.71859, 1.56284], [-5.17136, -6.33715, -0.36983], [-6.42693, -6.95714, 0.71663], [-5.96329, -5.25171, 0.77986], [-4.13324, -7.59426, 1.52076], [-4.93769, -6.52964, 2.67824], [-3.70305, -4.82287, 1.74738], [9.28081, 1.61189, 7.73532], [7.98727, 1.50996, 6.95046], [7.11398, 0.52391, 7.49891], [9.78951, 0.64793, 7.75108], [9.94917, 2.35348, 7.29578], [9.08389, 1.90223, 8.76992], [8.18321, 1.20399, 5.92370], [7.47583, 2.47900, 6.92209], [6.91923, 0.77818, 8.40599], [7.47525, 5.16462, -1.20179], [7.69627, 3.67051, -1.06880], [7.10940, 3.14265, 0.11876], [7.88261, 5.68726, -0.33625], [7.95501, 5.55140, -2.10162], [6.40846, 5.39436, -1.25945], [8.75997, 3.44632, -0.99821], [7.30016, 3.14498, -1.94471], [6.16326, 3.31418, 0.08582], [-5.88456, -4.53531, -4.84347], [-4.69644, -3.62023, -5.05724], [-4.46281, -2.77142, -3.92541], [-6.78490, -3.95349, -4.64249], [-6.06005, -5.15467, -5.72305], [-5.71529, -5.19810, -3.99139], [-4.87051, -2.94924, -5.89731], [-3.79498, -4.20135, -5.26959], [-4.27536, -3.34636, -3.17627]], "atomic_forces_ev_per_a": [[0.108, -0.050, 0.102], [-0.369, -0.015, 0.000], [0.400, 0.115, -0.087], [-0.314, 0.229, -0.206], [0.451, -0.340, -0.026], [0.070, -0.110, -0.080], [-0.087, 0.075, -0.377], [0.886, -0.164, 0.242], [0.042, -0.225, 0.157], [-0.418, -0.234, -0.380], [-0.051, 0.458, -0.083], [0.254, 0.224, 0.570], [-0.387, 0.258, -0.213], [0.080, -0.096, -0.138], [-0.011, 0.062, 0.039], [0.054, 0.026, -0.104], [-0.061, -0.063, 0.020], [0.161, 0.039, 0.033], [0.011, -0.032, -0.015], [-0.076, 0.121, 0.024], [-0.062, -0.186, 0.047], [0.026, -0.023, -0.004], [-0.149, 0.036, 0.080], [-0.047, -0.132, 0.048], [0.052, 0.073, -0.093], [-0.094, 0.098, 0.139], [0.031, -0.039, 0.127], [-0.114, -0.038, 0.074], [-0.352, 0.006, 0.002], [0.000, 0.131, -0.248], [0.115, -0.291, 0.247], [-0.126, -0.055, -0.025], [0.077, -0.007, 0.077], [-0.262, -0.085, 0.000], [0.030, 0.001, -0.042], [0.011, 0.007, 0.041], [0.080, 0.012, 0.010], [-0.030, 0.032, -0.027], [0.031, -0.030, -0.023], [0.096, 0.092, 0.020], [-0.022, 0.076, 0.042], [-0.015, 0.039, -0.098], [-0.022, -0.045, 0.081], [0.016, -0.020, 0.011], [-0.009, -0.009, -0.008], [0.011, -0.039, -0.023], [-0.013, -0.003, 0.008], [0.031, -0.032, 0.032], [0.007, 0.030, -0.004], [-0.161, -0.007, 0.096], [0.025, -0.046, 0.087], [-0.086, 0.059, -0.084], [0.052, -0.018, -0.071], [-0.005, -0.028, -0.014], [0.071, 0.036, 0.002], [-0.005, 0.019, -0.013], [0.029, -0.007, -0.056], [0.025, -0.021, 0.022], [-0.037, -0.070, 0.013], [0.015, -0.009, 0.089], [-0.101, 0.102, -0.024], [0.014, 0.009, -0.022], [0.000, 0.013, 0.005], [0.019, 0.039, 0.002], [-0.031, -0.004, -0.014], [0.027, 0.015, -0.044], [0.064, -0.080, 0.048], [-0.071, -0.028, 0.005], [0.056, -0.141, 0.010], [-0.028, 0.067, -0.047], [0.006, 0.039, -0.001], [0.008, -0.001, 0.006], [0.043, 0.016, -0.010], [-0.015, 0.012, 0.029], [0.012, 0.036, -0.022], [0.000, -0.014, 0.004], [-0.077, -0.003, -0.067], [0.046, 0.068, 0.005], [-0.082, -0.082, -0.228], [0.010, -0.019, 0.026], [0.011, 0.003, -0.003], [0.042, 0.003, 0.024], [0.003, -0.023, -0.031], [0.008, -0.050, 0.028], [0.048, 0.077, 0.076], [0.040, 0.035, -0.042], [0.020, 0.125, 0.027], [-0.065, 0.018, -0.207], [0.000, -0.033, 0.002], [-0.010, 0.007, 0.003], [-0.030, -0.017, 0.034], [0.009, -0.010, 0.013], [-0.022, -0.055, -0.001], [0.076, 0.000, 0.305], [0.004, -0.039, -0.013], [-0.032, -0.005, 0.209], [-0.002, 0.050, -0.094], [0.008, 0.007, -0.026], [-0.005, 0.010, 0.005], [0.005, 0.047, -0.013], [-0.038, -0.030, -0.007], [0.058, 0.030, -0.063], [0.005, -0.045, 0.032], [-0.008, 0.000, 0.076], [-0.103, 0.028, 0.006], [0.020, 0.011, -0.037], [0.024, -0.003, -0.014], [-0.007, -0.005, -0.009], [0.002, -0.001, -0.044], [0.002, -0.027, 0.011], [0.053, -0.001, -0.028], [-0.011, 0.020, 0.041], [-0.027, 0.066, 0.068], [-0.004, -0.013, 0.061], [-0.034, 0.024, 0.042], [0.001, 0.001, -0.033], [0.009, -0.014, -0.003], [0.019, -0.035, -0.031], [0.018, 0.020, 0.011], [0.001, 0.013, -0.052], [0.047, -0.018, -0.028]], "energy_ev": -99458.5318, "charge": 1, "homo_ev": -11.424, "gap_ev": 7.85}